Entry from OMol25: a cluster of 7 separate species, C6H24ClN12O6 in total (ωB97M-V/def2-TZVPD).

Geometry as XYZ:
```
49
Properties=species:S:1:pos:R:3:forces:R:3:nbo_charge:R:1
C 0.2314 -0.8986 -4.6717 0.9529 -3.7598 -2.8587 0.7386
H -0.6517 0.5018 1.4045 -0.6518 0.4072 0.0288 0.4019
H -0.5634 0.7950 -5.4300 0.1975 -0.4782 0.3391 0.4049
O 2.4719 1.2241 2.9844 0.3302 -2.6363 2.1829 -0.6863
H -3.8126 0.6396 0.7002 0.2088 0.2690 0.1526 0.4123
N 3.1832 3.2531 2.6352 2.8621 4.0626 0.5054 -0.8271
H -2.0113 -2.8052 -1.7728 0.6125 0.7143 0.0085 0.3720
H 1.9149 3.0958 0.7184 -0.9689 -0.1556 -0.4009 0.3636
H 0.1860 -2.2569 2.9088 -0.0113 0.3547 -0.0636 0.3869
C 2.4305 2.2443 2.3579 -1.3960 -3.0139 0.6099 0.7426
N 4.7458 -1.4954 0.5067 3.1200 -1.5613 1.6499 -0.8433
C -3.0621 -2.6489 -0.1368 0.7319 1.4011 2.0790 0.7551
O 0.3380 -1.4680 -5.7375 0.5846 -1.7630 -1.8887 -0.7244
C -0.6089 -0.4202 3.1676 0.8756 -0.7742 -1.8957 0.7719
N 1.6065 2.3778 1.3583 -1.2608 1.9585 -3.3751 -0.8315
H -1.6577 2.4803 -0.6032 0.3619 0.8600 -0.6067 0.4056
C -3.3726 2.5981 0.2926 -1.9738 -1.3275 0.2051 0.7377
O 3.6360 -1.6861 -1.4044 -0.7818 -1.0685 -1.3186 -0.6772
N 0.5347 -1.4046 -3.5083 0.7099 -1.3176 2.8895 -0.8374
H 3.2394 4.0040 1.9621 0.1060 0.1928 0.7151 0.3773
H 0.3611 -1.2199 1.5527 -0.1055 -0.1092 0.1622 0.3903
C 3.6819 -1.3215 -0.2550 0.9179 1.3880 -1.0119 0.7548
N -0.0917 -1.4090 2.4355 1.3579 -2.8915 -0.9332 -0.8463
N -0.2457 0.2676 -4.6294 -2.3395 6.2725 1.5996 -0.8135
H -2.4020 0.9812 -0.2434 -0.4281 -0.6703 0.2589 0.3962
H -2.5323 4.0570 -0.6600 0.6946 -0.2402 -0.0190 0.3865
O -4.2825 3.1959 0.7650 -2.8313 2.2240 1.9496 -0.6935
N -3.2043 1.3202 0.2680 -0.4036 -5.7223 1.2169 -0.8409
Cl -0.2981 0.4621 -0.8894 0.3382 0.2354 -0.0627 -0.8702
O -3.4664 -2.1410 0.8982 0.1766 0.8489 -0.0308 -0.6746
H 3.6262 3.3122 3.5410 0.0651 -0.1026 -0.5156 0.4129
H 0.8206 -2.3656 -3.3862 0.1127 0.5222 -0.1612 0.4086
H 5.5843 -1.8137 0.0424 -0.1606 0.0242 0.4528 0.3955
O -0.8177 -0.4881 4.3230 -0.9765 -0.1969 4.3366 -0.6730
H 4.7639 -1.0374 1.4067 0.5436 -0.3754 -0.2807 0.3805
H -4.4170 -4.1061 -0.1514 0.2552 0.1605 -0.0781 0.3961
H -3.1619 -4.2765 -1.3148 -0.2875 0.0778 0.2471 0.3733
H -0.4153 0.5601 -3.6777 -0.4571 1.0939 -0.3762 0.3927
H 0.8367 1.7758 1.1030 0.5437 -0.2289 0.1158 0.4406
H 3.1879 -0.0197 1.2046 -0.6772 0.0453 -0.1028 0.4027
N -0.8542 0.6002 2.3891 -0.7377 3.1970 -1.0498 -0.8558
H 2.0927 -0.1252 -0.1613 -0.1473 0.1051 0.2570 0.4225
H 0.4603 -0.7694 -2.7266 0.2722 -0.6593 0.5258 0.4080
N -2.4704 3.0661 -0.4747 4.1622 4.5614 -3.1425 -0.8440
H -1.4796 -1.4995 -0.7343 0.1037 0.0735 -0.1511 0.4302
H -1.3097 1.4023 2.8006 0.0939 -0.1329 -0.4658 0.4020
N -1.9758 -2.3699 -0.8621 1.3048 0.8521 -0.5825 -0.8430
N 2.8806 -0.4815 0.3605 -3.0265 1.3893 0.4326 -0.8509
N -3.6493 -3.6863 -0.6558 -2.9733 -4.1060 -1.5486 -0.8311
```
Positions in Å, forces in eV/Å.

Properties
- Maximum force: 0.1347 Eh/bohr
- Electronic energy: -1812.01565 hartree
- HOMO-LUMO gap: 8.98 eV
- Charge: -1

=====

Entry from OMol25: a cluster of 7 separate species, C6H24ClN12O6 in total (ωB97M-V/def2-TZVPD).

Geometry as XYZ:
```
49
Properties=species:S:1:pos:R:3:forces:R:3:nbo_charge:R:1
H -1.8397 -1.6967 -5.3439 -0.0788 -0.1800 -0.0385 0.3852
H -3.6141 -0.9827 -0.7259 0.0656 -0.0530 -0.1403 0.3961
H -1.5561 0.0350 -3.7657 -0.1165 -0.2532 -0.1299 0.3835
N -2.5105 -0.9137 2.4996 -0.6419 0.5273 0.3685 -0.8511
N -2.6888 -1.3567 -0.8551 -0.5830 0.8159 0.0906 -0.8876
N -0.8607 -1.9000 -5.2989 -0.1090 0.5105 -0.4814 -0.8447
H 0.7303 0.0849 3.1424 0.1111 0.0932 -0.1782 0.3945
H 2.3886 2.9309 2.0644 -0.0209 0.0791 0.1988 0.3958
C -0.0231 -1.1935 -4.4843 0.9120 -1.6527 1.1971 0.7688
O -0.7712 4.9049 -1.2672 0.7790 -0.6500 -0.1099 -0.6867
C 4.1471 0.1563 0.3733 1.9629 1.3948 1.1685 0.7727
H -3.3846 -0.5733 2.8610 0.0574 -0.0569 -0.0389 0.3955
C 1.3100 2.0351 3.5102 -0.8879 1.0114 0.1679 0.7713
H -0.3067 -1.8254 1.8404 -0.0191 0.0128 -0.1956 0.4150
H -0.8989 2.4057 0.6214 -0.2718 -0.0965 0.3278 0.3976
H 1.7331 1.4639 1.5685 0.0370 -0.1286 0.2099 0.4032
O 1.2094 3.0202 4.2368 0.2927 -0.3538 -0.0834 -0.6826
H 0.2276 1.8823 -1.1809 0.0574 0.5254 0.2063 0.4183
N -0.5112 -1.9481 2.8148 -0.0681 -0.1164 1.0319 -0.8790
H -0.2328 -0.1394 -2.7242 0.4683 0.0417 -0.0258 0.4256
N 0.6699 0.8670 3.7714 -0.1492 -1.0534 -0.0923 -0.8515
H 0.0182 -2.5759 3.3946 0.1675 0.0459 -0.2328 0.4000
O 1.1656 -1.5023 -4.3849 -0.7084 0.5649 -0.2683 -0.6670
H 0.7522 3.1416 -2.2358 -0.1017 0.0817 0.0880 0.3935
N -0.6349 -0.3352 -3.6249 -0.3150 0.8691 -0.0134 -0.8650
O 5.3292 0.3464 0.6661 -0.7131 -0.2786 -0.3495 -0.6739
O -1.9334 -1.6247 4.5888 0.2299 0.1715 -0.1828 -0.6736
Cl 0.1084 -0.0310 -0.1571 0.1311 -0.3275 0.0663 -0.8933
N 3.3825 -0.8040 0.9245 -1.7128 -1.6559 0.0679 -0.8507
H 2.4313 -0.9411 0.6045 0.0893 0.3697 -0.0361 0.3977
H 3.6461 1.8959 -0.7543 0.7470 -0.1066 0.0831 0.4070
H -1.8964 -0.7212 -0.8664 -0.0288 -0.2379 0.0583 0.4239
H 3.6551 -1.5308 1.5570 0.9652 0.2940 -0.0762 0.3990
N -1.3465 -3.0848 -1.4723 0.2477 -0.0655 -0.1828 -0.8507
N 3.4039 0.9972 -0.3920 -1.1639 -0.4258 -0.8876 -0.8614
N 2.0283 2.0365 2.3485 0.3589 -0.0461 -0.4539 -0.8493
N 0.3428 2.8849 -1.3516 0.8966 -0.4141 -0.7933 -0.8734
C -0.5039 3.7880 -0.8185 -2.4213 1.1004 0.8973 0.7736
C -2.6196 -2.6600 -1.2259 -0.2848 -0.9307 0.3633 0.7704
H -1.9722 3.7690 0.6923 0.0475 0.3178 -0.1328 0.3998
H -0.4538 -2.6181 -5.8664 -0.0197 0.0873 -0.1158 0.4039
N -1.1583 3.3289 0.3172 1.1126 -0.6568 -0.5610 -0.8602
C -1.6747 -1.4929 3.4021 0.1077 -0.4862 -0.8264 0.7740
H 2.5567 0.5857 -0.7533 -0.2165 0.4314 -0.0205 0.3982
O -3.6070 -3.3968 -1.2666 0.6196 0.4408 -0.1358 -0.6859
H -0.5678 -2.4548 -1.3684 0.0055 0.0531 0.0781 0.4078
H -0.1135 0.7991 4.3956 0.1794 0.4813 0.2762 0.4049
H -1.1511 -4.0674 -1.5140 -0.2192 -0.0048 -0.0925 0.3995
H -2.4049 -0.9889 1.5032 0.2029 -0.0904 -0.0699 0.4114
```
Positions in Å, forces in eV/Å.

Properties
- Maximum force: 0.0546 Eh/bohr
- Electronic energy: -1812.13326 hartree
- HOMO-LUMO gap: 9.36 eV
- Charge: -1